No. 1
{
  "formula": "C2H5N3S",
  "method": "ωB97M-V/def2-TZVPD",
  "fmax_ev_per_a": 7.5,
  "de_lowest_kcal_mol": 94.1,
  "e_homo_ev": -8.9,
  "smiles": "[H]/N=C(/N)SN=C",
  "symbols": ["H", "H", "H", "H", "N", "C", "N", "H", "S", "N", "C"],
  "coordinates": [[2.48483, -0.62583, -1.15747], [1.54701, -0.24386, 2.07219], [-2.94863, -0.65436, -1.70768], [-3.29553, -0.23240, 0.18558], [-1.15828, 0.09304, -0.79430], [1.23392, -0.15095, 0.20557], [1.59764, -0.19853, -1.16632], [0.76352, -1.03109, -1.46765], [-0.50102, 0.37292, 0.73629], [2.02857, -0.07420, 1.10900], [-2.53565, -0.16927, -0.82962]]
}

=====

No. 2
{
  "formula": "C8H15NO",
  "method": "ωB97M-V/def2-TZVPD",
  "fmax_ev_per_a": 4.9,
  "de_lowest_kcal_mol": 54.0,
  "e_homo_ev": -9.5,
  "smiles": "C[C@H]1C[C@@](C)(CC(N)=O)C1",
  "symbols": ["O", "C", "C", "C", "H", "H", "C", "H", "H", "H", "H", "H", "H", "N", "H", "H", "C", "C", "H", "H", "C", "H", "H", "C", "H"],
  "coordinates": [[-2.78134, -1.69413, 0.67379], [1.33876, 0.25299, 0.17496], [-0.12335, 0.65018, -0.18160], [-1.59079, -1.25545, 0.59982], [-1.83019, -2.76850, 1.56610], [2.95236, 0.26020, -2.17455], [1.84770, 1.41199, -0.71153], [1.99980, 2.31191, -0.09718], [-1.95786, -0.05317, -1.09513], [1.61761, 0.26276, 1.23841], [3.21168, 2.01901, -2.28471], [-0.16115, 2.48364, 0.99467], [3.97696, 1.08728, -0.97590], [-0.82038, -2.11713, 1.26971], [-0.57234, -1.16410, -1.27445], [0.43647, 0.86868, -2.30615], [-1.08218, -0.47561, -0.58260], [3.06534, 1.18264, -1.58481], [-1.77211, 1.84456, 0.58196], [1.61473, -0.72093, -0.25871], [0.45313, 1.45634, -1.37603], [-0.78872, 1.07386, 1.85753], [0.02449, -1.71805, 1.66137], [-0.74878, 1.56282, 0.87235], [0.00574, 2.44188, -1.56814]]
}

=====

No. 3
{
  "formula": "C29H53O13P",
  "method": "ωB97M-V/def2-TZVPD",
  "fmax_ev_per_a": 1.5,
  "e_homo_ev": -8.0,
  "smiles": "CCCCCCCCP(O)[C@@H](C)CCC.C[C@@H]1COC(=O)O1.C[C@@H]1COC(=O)O1.C[C@@H]1COC(=O)O1.C[C@@H]1COC(=O)O1",
  "symbols": ["C", "O", "H", "C", "H", "C", "H", "H", "C", "O", "O", "H", "O", "H", "H", "O", "H", "H", "O", "O", "H", "H", "P", "H", "H", "H", "H", "H", "H", "H", "C", "H", "O", "H", "C", "H", "H", "C", "C", "C", "H", "C", "H", "O", "O", "H", "H", "H", "C", "H", "H", "C", "H", "C", "H", "C", "C", "H", "H", "H", "H", "H", "H", "H", "O", "H", "C", "H", "C", "H", "C", "H", "H", "H", "H", "H", "C", "H", "C", "C", "H", "H", "C", "O", "C", "H", "H", "C", "O", "C", "C", "H", "C", "C", "C", "H"],
  "coordinates": [[-3.76751, 0.76953, -0.16461], [-5.35131, -4.07125, -1.97748], [-3.43706, 2.90173, -0.19724], [-0.58829, -2.05042, -2.42446], [-1.93444, 0.96614, -1.41489], [-8.36287, -3.51666, -3.92379], [4.70487, -1.46947, 2.73242], [1.00426, -1.67604, -0.37881], [-2.65978, -0.70259, 4.27912], [4.77649, 5.07875, -3.31218], [-7.57334, -4.18775, -1.72700], [8.71211, 2.46318, 0.15509], [3.02517, -1.33965, 1.55656], [-8.22294, -2.79591, -4.73023], [-2.74945, 2.98926, 2.36551], [8.21662, 2.08050, 3.89644], [2.15408, 2.31074, -0.53586], [-3.29748, -3.26467, -0.55198], [9.17319, 3.01728, 2.08213], [2.99049, 4.32550, -2.16356], [2.17402, -3.03587, -0.60820], [0.60093, -3.35233, 0.22214], [-3.22823, -1.00859, -2.19090], [-1.67776, -3.45188, 0.16351], [-5.91097, -4.63233, -3.86985], [3.43714, 1.63290, -2.48142], [-4.15581, 0.46991, 3.21224], [-3.47497, 1.47319, -2.26040], [1.31187, -3.01152, -2.73068], [2.70484, -2.38133, 3.97626], [7.24102, 3.75532, 1.11752], [-0.94230, -2.39245, -3.42073], [3.12283, -0.59445, -0.57143], [2.02600, -0.76696, 4.04386], [-3.11339, 0.61674, 3.55557], [-2.58568, -1.48303, 3.49206], [-5.37807, -2.94093, -3.72331], [6.25783, 3.55728, -0.01127], [3.37039, -0.46025, 0.58450], [2.96483, -1.32203, 3.98749], [-4.59628, 2.42741, 1.04106], [-2.44831, 2.23037, 1.60483], [-3.52606, -0.12971, 0.43069], [3.81217, 3.11605, -3.85830], [6.94414, 2.88274, 2.21830], [-8.31105, -4.52364, -4.34261], [7.19355, 4.78508, 1.48445], [3.54866, -1.11163, 4.88406], [8.65211, 3.35052, 0.79134], [0.98452, 3.61705, -0.58971], [1.26758, 3.72412, -3.10312], [-6.36673, -4.46704, -1.16774], [0.61235, 2.07183, -1.37944], [3.93928, 4.25571, -3.13212], [-1.93919, 0.04049, 1.74735], [3.73921, -0.95524, 2.74265], [3.89941, 0.52475, 2.52654], [6.42629, 4.28044, -0.81060], [9.22807, 4.15452, 0.33531], [-3.41295, -1.05497, 5.00984], [-1.13348, 1.10547, 2.89472], [-3.10608, 1.41813, 4.32398], [6.33888, 2.55125, -0.42885], [-2.83694, -0.21546, -4.26385], [-6.21951, -4.99045, -0.11222], [-0.08316, -1.06136, -2.48962], [-3.01716, 0.75183, -1.54816], [-4.84402, 0.66640, -0.43600], [-2.21736, -3.30405, -0.78942], [5.23433, 3.66512, 0.35124], [-1.76673, -1.92474, -1.39490], [-7.34482, -2.29151, -2.47896], [2.30705, 1.66942, -3.85276], [-1.16446, 0.46705, 5.43338], [-0.42012, -0.80680, 4.38067], [3.01932, 1.10331, 2.82179], [1.40432, 2.79188, -1.16782], [0.09794, -4.13682, -2.03342], [-5.93517, -3.74110, -3.23579], [-3.62863, 2.12876, 0.58521], [-2.01090, -4.10337, -1.52126], [-1.23127, -1.25889, 5.88292], [2.03079, 3.30014, -2.44280], [4.03628, 0.60317, 1.10409], [8.12149, 2.60926, 2.83771], [-1.39544, -1.28076, -0.56341], [-9.36669, -3.39689, -3.51383], [-2.11628, 0.92854, 2.39468], [-3.08924, -1.06519, -3.88939], [1.10399, -2.75840, -0.56760], [-1.29348, -0.55722, 5.02263], [-1.50784, 2.62350, 1.16440], [0.49856, -3.10433, -1.97514], [2.87836, 2.28481, -3.15888], [-7.32422, -3.32329, -2.84284], [4.77765, 0.93417, 3.02465]]
}

=====

No. 4
{
  "formula": "C2H11N2O",
  "method": "ωB97M-V/def2-TZVPD",
  "fmax_ev_per_a": 0.7,
  "de_lowest_kcal_mol": 7.1,
  "total_charge": 1,
  "e_homo_ev": -13.3,
  "symbols": ["N", "N", "H", "H", "H", "C", "H", "O", "H", "H", "H", "H", "C", "H", "H", "H"],
  "coordinates": [[1.57999, -2.13863, -0.67578], [-0.26628, 0.81302, 0.67299], [2.28260, -2.74034, -0.27108], [-0.66557, -1.08107, -0.14734], [-0.32695, 0.48243, 1.63801], [1.41977, -0.94046, 0.13378], [0.40143, 1.58173, 0.62379], [-2.57863, 1.98413, -0.14270], [-2.75975, 2.85049, 0.24271], [0.01048, 0.05195, -1.26705], [2.27348, -0.25108, 0.10095], [-1.19278, 1.18350, 0.40508], [0.09678, -0.30447, -0.25016], [1.81067, -1.92917, -1.63726], [1.31541, -1.29243, 1.16654], [-3.40064, 1.73037, -0.59246]]
}

=====

No. 5
{
  "formula": "C15H19IrNO",
  "method": "ωB97M-V/def2-TZVPD",
  "fmax_ev_per_a": 1.3,
  "spin_multiplicity": 6,
  "total_charge": 2,
  "e_homo_ev": [-14.2, -16.7],
  "symbols": ["O", "Ir", "C", "H", "C", "C", "H", "H", "H", "H", "C", "C", "C", "H", "C", "H", "H", "H", "H", "H", "H", "H", "H", "H", "N", "C", "C", "C", "C", "C", "H", "H", "C", "H", "C", "C", "H"],
  "coordinates": [[-0.26560, 1.81801, -1.92541], [-0.96521, 1.33093, -0.14794], [2.80503, 0.73896, -3.76201], [-2.47283, -1.98988, -0.28064], [1.79959, 1.42931, -4.49099], [0.91499, 2.22794, -3.85749], [-0.25239, 2.43357, 4.21742], [1.78168, 1.38199, -5.57110], [1.39083, 2.24264, 3.59113], [2.11295, 2.04997, -0.68371], [0.19227, -0.99905, 1.52354], [2.05051, 1.75716, -1.72151], [-1.47054, 1.22401, 1.96455], [3.54298, 0.14789, -4.28392], [-2.47801, -3.06140, 1.55520], [1.68752, 0.09636, 2.58677], [-1.23348, -3.95071, -0.82597], [-0.08185, -2.61985, -0.96055], [-1.80616, -3.34561, 2.36672], [-3.04047, -0.02562, 1.12179], [0.22202, 3.31658, 2.79268], [-2.16082, 1.98582, 2.30801], [0.83982, -1.85423, 1.38070], [-2.90304, -3.96276, 1.11812], [0.89513, 2.21271, -2.43300], [0.67404, 0.11032, 2.20438], [-1.13873, -1.06377, 1.06732], [-1.97441, 0.07347, 1.29171], [-1.71293, -2.29503, 0.44847], [-0.13687, 1.22828, 2.47771], [0.16603, 2.83865, -4.33894], [-3.28853, -2.46569, 1.97488], [-0.70154, -3.18637, -0.26297], [-0.04984, -3.71046, 0.43888], [2.93028, 0.95975, -2.36643], [0.34880, 2.35972, 3.30577], [3.77878, 0.56637, -1.82317]]
}

=====

No. 6
{
  "formula": "C4H11N3O",
  "method": "ωB97M-V/def2-TZVPD",
  "fmax_ev_per_a": 2.0,
  "de_lowest_kcal_mol": 116.6,
  "e_homo_ev": -7.8,
  "symbols": ["H", "C", "H", "H", "N", "H", "H", "H", "H", "H", "N", "C", "C", "H", "H", "C", "N", "H", "O"],
  "coordinates": [[2.52375, 1.38874, 0.70773], [1.65966, -1.33409, 0.00645], [0.92933, -2.02320, 0.43506], [2.56425, -1.44763, 0.60457], [1.19339, 0.03773, 0.11268], [1.88543, -1.62713, -1.02549], [-2.28371, 1.58846, 0.66757], [-1.43740, 0.17893, -2.10495], [-0.96106, -1.19311, 0.82702], [1.77639, 1.70471, -0.71862], [-1.00376, -0.46050, -1.44941], [-2.16454, 0.62344, 1.15795], [-1.14030, -0.18196, 0.47160], [-3.11112, 0.08292, 1.22109], [-0.50068, -1.26529, -1.80079], [-0.12492, 0.47298, -0.40702], [2.23237, 0.96631, -0.17130], [-1.82356, 0.79019, 2.18811], [-0.21352, 1.69849, -0.72225]]
}